Entry from the Open Molecules 2025 dataset: C5H8NO as an isolated structure (ωB97M-V/def2-TZVPD).

Results
E   -324.9019 hartree
Kohn-Sham gap   8.003 eV
Energy above the lowest of the compared OMol25 structures with the same formula, charge and spin   359.79 kJ/mol
E_LUMO   -5.28 eV

The geometry in ORCA input format:
```
! RIJCOSX wB97M-V def2-TZVPD def2/J DEFGRID3
* xyz 1 1
C 2.005 0.758 -0.039
C -0.969 -1.260 -0.052
C 0.232 -0.706 0.733
C -1.633 0.013 -0.370
C -0.298 1.367 -0.185
N 0.748 0.526 0.151
O -1.438 1.052 0.490
H 2.435 1.634 -0.504
H 2.697 -0.057 0.090
H -0.743 -1.955 -0.988
H -1.628 -1.844 0.478
H 0.082 -0.380 1.663
H 1.085 -1.410 0.716
H -2.224 0.232 -1.187
H -0.352 2.030 -0.995
*
```

---

Entry from the Open Molecules 2025 dataset: a 2-piece molecular cluster, C4H7NO2 overall (ωB97M-V/def2-TZVPD).

Results
Structure (SMILES)   O=C[C@H]1C/C1=N/O.[H][H]
E   -361.6601 hartree
Kohn-Sham gap   10.377 eV
Energy above the lowest of the compared OMol25 structures with the same formula, charge and spin   579.63 kJ/mol
E_LUMO   0.57 eV

The geometry in ORCA input format:
```
! RIJCOSX wB97M-V def2-TZVPD def2/J DEFGRID3
* xyz 0 1
O 2.210 1.233 0.440
N 2.070 0.149 -0.403
C 0.945 -0.407 -0.327
C 0.078 -1.437 -0.848
C -0.426 -0.508 0.248
C -0.776 0.871 -0.132
O -0.877 1.756 0.683
H 3.145 1.451 0.330
H 0.366 -2.425 -0.507
H -0.361 -1.386 -1.841
H -0.563 -0.849 1.269
H -2.583 -0.082 1.056
H -0.875 1.035 -1.222
H -2.354 0.600 1.252
*
```

---

Entry from the Open Molecules 2025 dataset: one molecule with the formula C7H10BNO4S (ωB97M-V/def2-TZVPD).

Results
E   -1051.3977 hartree
Kohn-Sham gap (spin up / spin down)   6.186 / 6.144 eV
⟨S²⟩   2.027
E_LUMO (spin up / spin down)   0.52 / -3.50 eV

The geometry in ORCA input format:
```
! RIJCOSX wB97M-V def2-TZVPD def2/J DEFGRID3
* xyz 0 3
B -1.122 -0.180 -1.905
C 1.286 -2.386 0.407
C 0.218 -2.137 -0.524
C 1.634 -1.398 1.342
C -0.240 -0.854 -0.718
C 1.120 -0.085 1.216
C 0.279 0.210 0.174
C 1.685 0.989 2.111
N -1.706 1.672 0.809
O 0.261 2.984 -0.052
O -0.942 1.474 -1.596
O -0.663 -0.514 -3.239
O -2.485 -0.354 -1.700
S -0.386 1.720 -0.235
H 1.721 -3.293 0.336
H -0.253 -3.034 -0.977
H 2.394 -1.555 1.991
H 1.696 1.861 1.630
H 1.061 0.956 3.046
H 2.616 0.817 2.573
H -2.476 2.365 0.722
H -2.139 0.762 0.767
H -0.606 0.318 -3.609
H -2.953 -0.337 -2.569
*
```